(1)
Density functional theory data (ωB97M-V/def2-TZVPD) for the molecule C4H6O2S2 at a distorted geometry.

Positions of all 14 atoms, in Å:
C -0.9884 0.9207 0.3309
C -1.5452 2.0678 0.2245
C 0.2432 -1.2879 0.1480
C 1.1117 -0.7088 -0.9274
O -2.2371 -1.1791 0.8071
O 2.7995 -0.2024 1.1928
S -1.4470 -0.6093 -0.3106
S 2.5270 0.2569 -0.1880
H -1.2229 2.9483 0.9492
H -2.3776 2.3878 -0.4600
H 0.3710 -2.2923 0.1899
H 0.6034 -0.8994 1.0544
H 1.5184 -1.4659 -1.6503
H 0.6439 0.0636 -1.3605

Results
Frontier orbital gap (spin up / spin down) ... 8.002 / 7.551 eV
Energy relative to the best compared isomer or geometry (same formula, charge and spin) ... 672.0 kJ/mol
Highest occupied orbital energy (spin up / spin down) ... -9.038 / -9.031 eV
F_max ... 4.57 eV/A

Results of the Löwdin charge analysis, in e, for atoms 1 through 5: -0.282, -0.067, -0.348, -0.470, -0.517

(2)
Density functional theory data (ωB97M-V/def2-TZVPD) for a structure of composition C30H71BF3NbO15P3 at a distorted geometry.

Positions of all 124 atoms, in Å:
C 2.8475 -2.1827 0.7220
C 2.0624 -1.1231 1.1015
Nb -0.1483 -1.1010 0.6439
O 0.1178 -3.0354 -0.1147
C -0.3857 0.9851 1.4973
C -1.4692 1.8959 0.8332
C -2.8628 1.2568 0.6885
C -3.9816 2.3068 0.3870
C -5.3181 1.9998 1.1358
C -6.4658 2.0020 0.0980
C -7.8553 1.8432 0.7607
C -7.9121 0.7305 1.8415
C -7.3333 -0.6269 1.3796
C -8.2595 -1.4691 0.4822
C -7.5358 -2.8397 0.2222
C -6.4208 -2.7298 -0.8569
C -4.9865 -2.4966 -0.2884
C -4.0226 -3.6829 -0.4932
C 0.1334 -0.3253 -1.5220
C 1.5190 0.2582 -1.8133
O 1.8399 1.3632 -0.9923
C 1.4843 0.8112 -3.2835
F 1.2895 -0.1518 -4.1928
F 0.5222 1.7504 -3.3915
F 2.6575 1.4429 -3.5505
B -0.4820 -1.9536 2.8054
O 0.2568 -3.0710 3.2964
C -1.5728 -1.3526 3.8453
C -0.8593 -0.5438 4.9935
H 2.8766 -3.1371 1.2560
H 3.4996 -2.0895 -0.1616
H 2.4868 -0.2409 1.5999
H -1.9240 -1.3650 0.4122
H -0.7007 -3.3168 -0.5470
H -0.5638 0.9984 2.5857
H 0.5834 1.5023 1.3405
H -1.6017 2.7718 1.5049
H -1.1521 2.3274 -0.1296
H -2.8067 0.5913 -0.1901
H -3.1311 0.6024 1.5312
H -3.5667 3.2963 0.6346
H -4.1888 2.2625 -0.6919
H -5.4868 2.7828 1.8927
H -5.2113 1.0351 1.6433
H -6.4548 2.9541 -0.4535
H -6.2885 1.1689 -0.6008
H -8.6047 1.5664 -0.0035
H -8.2191 2.7732 1.2255
H -8.9686 0.5893 2.1220
H -7.3711 1.0250 2.7539
H -7.0965 -1.2142 2.2802
H -6.3896 -0.4979 0.8350
H -9.2354 -1.6771 0.9514
H -8.4452 -0.9976 -0.4956
H -8.3025 -3.5671 -0.0793
H -7.0936 -3.1293 1.1891
H -6.6712 -1.8957 -1.5327
H -6.4507 -3.6538 -1.4548
H -5.0120 -2.2102 0.7719
H -4.5621 -1.6461 -0.8457
H -4.4656 -4.6668 -0.2849
H -3.1383 -3.5171 0.1419
H -3.6368 -3.7132 -1.5256
H -0.6781 0.3777 -1.7761
H 0.0195 -1.1952 -2.1959
H 2.3079 -0.5117 -1.8130
H 2.6935 1.2019 -0.5746
H -0.4013 -3.7050 3.6217
H -2.1898 -0.6127 3.3139
H -2.2210 -2.1280 4.2931
H -0.9880 -1.0358 5.9709
H -1.2704 0.4697 5.1021
H 0.2230 -0.4566 4.8170
C 2.5488 -2.4889 -3.9765
O 3.7593 -3.2265 -4.2750
P 4.3548 -3.0692 -5.8411
O 3.6721 -4.2605 -6.4555
O 5.8726 -3.3811 -5.3460
C 6.1354 -4.5640 -4.6018
O 4.9275 -2.3033 -7.2031
C 5.4650 -3.1351 -8.2185
H 2.2753 -2.6877 -2.9411
H 2.7225 -1.4360 -4.0994
H 1.7376 -2.8150 -4.6305
H 5.4795 -5.3808 -4.9067
H 6.0143 -4.3692 -3.5356
H 7.1706 -4.8507 -4.7860
H 4.6615 -3.5314 -8.8381
H 6.0526 -3.9520 -7.8006
H 6.1125 -2.5129 -8.8376
C 9.1826 -1.7928 1.4286
O 8.5730 -1.3891 2.6637
P 7.2710 -2.3518 3.2030
O 6.2216 -1.4665 2.5720
O 7.6118 -1.9127 4.7358
C 7.8242 -0.5409 5.0470
O 6.1814 -3.4737 3.7710
C 4.9548 -2.9236 4.2873
H 9.9846 -1.0942 1.1997
H 9.6047 -2.7941 1.5196
H 8.4486 -1.7725 0.6194
H 7.2137 0.1091 4.4182
H 8.8786 -0.2885 4.9289
H 7.5471 -0.3905 6.0898
H 4.2830 -2.7281 3.4594
H 5.1262 -2.0157 4.8631
H 4.5025 -3.6705 4.9399
C -0.8439 9.5127 -0.4904
O -0.0572 8.4824 0.1238
P 0.4887 7.2532 -0.9120
O -0.6511 6.2952 -0.7109
O 1.7658 6.9564 0.0448
C 1.5595 6.6857 1.4281
O 1.2602 6.5634 -2.2100
C 1.3735 5.1381 -2.2000
H -1.1334 10.2250 0.2794
H -0.2634 10.0351 -1.2520
H -1.7439 9.0855 -0.9393
H 0.6183 6.1601 1.5954
H 1.5725 7.6165 1.9971
H 2.3817 6.0592 1.7702
H 0.4536 4.6882 -2.5674
H 1.6022 4.7613 -1.2047
H 2.1852 4.8660 -2.8743

Results
Frontier orbital gap ... 2.654 eV
Net charge ... -1
Highest occupied orbital energy ... -3.470 eV
F_max ... 9.02 eV/A

Results of the Löwdin charge analysis, in e, for atoms 1 through 5: -0.059, -0.251, 1.533, -0.475, -0.341

(3)
Density functional theory data (ωB97M-V/def2-TZVPD) for a cluster of 2 separate species, C4H13N3O in total at a distorted geometry.

Positions of all 21 atoms, in Å:
C 1.0167 1.1561 1.5791
C 1.2772 1.1449 0.0714
C 0.8692 -0.2332 -0.6944
C 1.4813 -1.4502 -0.0556
O 0.5465 -0.2048 -1.8592
H 1.2354 2.1386 1.9956
H 1.6313 0.4160 2.0887
H -0.0219 0.8991 1.7906
H 0.8128 1.9993 -0.4278
H 2.3518 1.2354 -0.1055
H 1.3648 -2.3204 -0.6992
H 0.9921 -1.6451 0.8968
H 2.5377 -1.2883 0.1445
N -1.8642 -0.7069 0.6446
N -1.8358 0.2786 -0.3639
N -2.4021 -0.1397 -1.5993
H -1.5546 -1.5990 0.2482
H -2.8305 -0.8298 0.9364
H -1.0551 0.9808 -0.3316
H -2.8750 0.6521 -2.0254
H -1.6774 -0.4836 -2.2341

Results
Frontier orbital gap ... 9.513 eV
Energy relative to the best compared isomer or geometry (same formula, charge and spin) ... 325.0 kJ/mol
Highest occupied orbital energy ... -8.660 eV
F_max ... 3.51 eV/A
SMILES ... CCC(C)=O.NNN

Results of the Löwdin charge analysis, in e, for atoms 1 through 5: -0.115, -0.177, -0.448, -0.028, 0.037

(4)
Density functional theory data (ωB97M-V/def2-TZVPD) for a structure of composition C20H45F3O20SV3 at a distorted geometry.

Positions of all 92 atoms, in Å:
O -1.6666 -0.0406 -2.9482
V -1.3566 -1.2087 -1.8986
O -0.7978 -2.4456 -2.7643
O 0.0871 -1.1086 3.9832
V 1.0197 -0.3071 2.9925
O 2.0466 -1.3844 2.4179
O -0.2937 4.7185 -0.3200
V -1.4493 3.6817 -0.5911
O -1.5788 3.5551 -2.1807
S -0.7056 0.4140 0.1504
O 0.1530 -0.2599 -0.8365
O -0.6060 1.8752 -0.0711
O -2.0563 -0.0340 -0.1928
O -0.3611 0.0601 1.5251
C -4.3741 -1.6096 -2.4427
O -3.3193 -2.3700 -1.8369
C -3.7306 -2.8630 -0.5513
C -2.5488 -3.5714 0.1064
O -1.3747 -2.8123 -0.1189
C -0.2289 -3.3004 0.5656
H -5.2445 -2.2394 -2.6406
H -3.9748 -1.1718 -3.3518
H -4.7039 -0.8281 -1.7476
H -4.5248 -3.5985 -0.7006
H -4.1754 -2.0594 0.0381
H -2.4989 -4.5969 -0.2653
H -2.6402 -3.5902 1.1979
H -0.3292 -3.0853 1.6348
H 0.6863 -2.8386 0.2030
H -0.1470 -4.3769 0.3985
C -3.3658 -1.4639 2.8309
O -3.6672 -0.4237 3.7337
C -4.2494 0.6794 3.1120
C -5.4371 0.3765 2.2064
O -6.3710 -0.3538 2.9803
C -7.5124 -0.7109 2.2522
H -2.9944 -1.0841 1.8774
H -4.2111 -2.1453 2.6806
H -2.6031 -2.0670 3.3281
H -3.5042 1.2153 2.4993
H -4.5394 1.4360 3.8409
H -5.1021 -0.1920 1.3303
H -5.9531 1.3048 1.9327
H -8.0101 0.1478 1.7816
H -8.2425 -1.1444 2.9324
H -7.3357 -1.4304 1.4442
C 3.7225 -2.8530 -0.3567
O 3.4935 -2.7846 -1.7451
C 3.5771 -1.4432 -2.1746
C 3.5735 -1.3420 -3.6897
O 4.5517 -2.1796 -4.2628
C 5.7794 -1.5074 -4.5275
H 2.9764 -2.2457 0.1749
H 4.7354 -2.5794 -0.0627
H 3.4338 -3.8559 -0.0418
H 4.5157 -1.0389 -1.7693
H 2.7662 -0.8215 -1.7687
H 3.5506 -0.3055 -4.0433
H 2.6085 -1.7131 -4.0573
H 5.9224 -0.6340 -3.8889
H 5.8576 -1.2117 -5.5767
H 6.5709 -2.2310 -4.3249
C 2.8715 1.4238 1.1890
O 2.0714 1.5624 2.3549
C 1.3927 2.8204 2.4261
C 0.8080 2.9559 3.8376
O 0.2506 1.6626 4.0650
C -1.0893 1.6890 4.5509
H 3.6425 2.2012 1.1417
H 2.3631 1.4384 0.2204
H 3.4320 0.4929 1.2666
H 0.5540 2.8527 1.7367
H 2.1485 3.5957 2.2963
H 0.1308 3.8091 3.8502
H 1.6065 3.1774 4.5470
H -1.4373 0.6686 4.7104
H -1.7665 2.0713 3.7796
H -1.1961 2.2375 5.4861
C 1.5657 2.0328 -2.8568
C 2.3990 3.2896 -2.7412
O 3.6367 3.0121 -2.0566
C 4.7375 2.8905 -2.7898
O 4.8029 3.0432 -3.9633
C 5.9518 2.5806 -1.9092
F 6.0233 1.2486 -1.7011
F 7.0579 2.9818 -2.5173
F 5.8704 3.1723 -0.7092
H 1.8620 1.4916 -3.7562
H 0.5503 2.3985 -3.0489
H 1.4632 1.3566 -2.0149
H 1.8941 4.0294 -2.1143
H 2.5604 3.8122 -3.6820

Results
Frontier orbital gap ... 4.730 eV
Net charge ... +1
Highest occupied orbital energy ... -11.062 eV
F_max ... 3.90 eV/A

Results of the Löwdin charge analysis, in e, for atoms 1 through 5: -0.299, 0.888, -0.261, -0.258, 1.000

(5)
Density functional theory data (ωB97M-V/def2-TZVPD) for a cluster of 2 separate species, C4H11N2 in total at a distorted geometry.

Positions of all 17 atoms, in Å:
C 2.2936 -1.0864 -0.2348
C 1.0528 -1.0481 0.3579
C -1.4903 0.3300 0.1951
C -0.1729 0.7554 -0.2760
N 0.3596 1.9135 0.0568
N -1.9076 -0.9685 -0.1143
H 3.0218 -0.3945 0.2185
H 2.5232 -1.7628 -1.0850
H 0.9890 -0.4964 1.2721
H -1.4184 0.5196 1.2878
H -2.2005 1.1387 -0.2864
H -0.0392 0.4156 -1.2655
H 0.2686 2.2620 1.0249
H 1.2460 2.3113 -0.3391
H 0.2007 -1.7711 -0.0329
H -2.0253 -1.0562 -1.1832
H -2.7010 -1.0621 0.4041

Results
Frontier orbital gap ... 8.860 eV
Energy relative to the best compared isomer or geometry (same formula, charge and spin) ... 371.7 kJ/mol
Net charge ... +1
Highest occupied orbital energy ... -14.017 eV
F_max ... 4.42 eV/A

Results of the Löwdin charge analysis, in e, for atoms 1 through 5: 0.030, -0.107, -0.300, -0.185, 0.178

(6)
Density functional theory data (ωB97M-V/def2-TZVPD) for a cluster of 6 separate species, C2H16O5S in total at a distorted geometry.

Positions of all 24 atoms, in Å:
C -2.3371 0.4188 -1.0108
C -2.1408 -1.1155 -1.0174
S -0.9774 -1.4938 0.3655
H -1.4334 0.9361 -1.3572
H -2.6365 0.6671 -0.0035
H -3.0117 0.7321 -1.8209
H -3.0691 -1.6204 -0.6971
H -1.9873 -1.6655 -1.9413
H -1.8643 -1.9439 1.2789
O 2.2218 -1.8394 1.3873
H 2.4507 -2.2770 2.1914
H 1.3204 -1.8138 1.0928
O 1.0767 1.3093 -2.0336
H 1.8241 1.9054 -1.9529
H 1.4891 0.4833 -1.7310
O 1.1908 0.9006 1.7432
H 1.3196 0.2399 2.4045
H 0.2909 1.2265 1.9403
O 2.7070 -1.4823 -1.5373
H 2.0456 -1.4067 -0.8202
H 2.1663 -1.8481 -2.2550
O -0.4515 3.4495 2.1619
H -0.3913 3.4609 1.1925
H 0.1973 2.7771 2.4200

Results
Frontier orbital gap ... 9.901 eV
Energy relative to the best compared isomer or geometry (same formula, charge and spin) ... 145.3 kJ/mol
Highest occupied orbital energy ... -9.656 eV
F_max ... 2.14 eV/A
SMILES ... CCS.O.O.O.O.O

Results of the Löwdin charge analysis, in e, for atoms 1 through 5: -0.177, -0.558, 0.737, 0.049, 0.057